{
  "formula": "C4H11N3O",
  "method": "wB97M-V/def2-TZVPD",
  "multiplicity": 2,
  "e_lumo_ha": [-0.15036, -0.33822],
  "de_lowest_kj_mol": 286.9,
  "homo_energy_ha": [-0.4677, -0.4659],
  "charge": 1,
  "homo_lumo_gap_ev": [8.64, 3.47],
  "species": ["C", "C", "N", "O", "H", "H", "H", "H", "H", "C", "C", "N", "N", "H", "H", "H", "H", "H", "H"],
  "coordinates": [[-1.15945, 1.25579, -1.87534], [-0.16648, 2.08790, -1.12298], [0.51294, 1.45082, -0.06108], [0.05269, 3.26836, -1.31680], [-1.48589, 0.35788, -1.22346], [-0.69756, 0.98028, -2.84329], [-1.94650, 1.90502, -2.11969], [0.11381, 0.71360, 0.54230], [1.07889, 2.08079, 0.48534], [-0.06399, -1.78128, 1.58985], [0.64083, -2.03388, 0.46562], [0.84870, -3.41654, 0.14130], [-0.55219, -0.51507, 2.03706], [-0.38259, -2.60705, 2.16747], [1.16700, -1.24764, -0.12921], [1.79557, -3.72215, 0.31000], [0.66674, -3.53682, -0.81290], [-0.31771, -0.31017, 3.03403], [-1.58486, -0.56632, 1.96002]],
  "mulliken_spin": [0.0565, -0.0783, 0.3362, 0.6998, 0.0032, -0.0054, 0.0014, -0.0225, -0.0090, 0.0020, -0.0011, 0.0111, 0.0049, 0.0011, 0.0006, -0.0003, -0.0005, 0.0002, 0.0001]
}


{
  "formula": "C14H16Cl3F9O2W",
  "method": "wB97M-V/def2-TZVPD",
  "multiplicity": 3,
  "e_lumo_ha": [0.16766, 0.16731],
  "de_lowest_kj_mol": 0.0,
  "homo_energy_ha": [-0.0125, -0.0120],
  "charge": -2,
  "homo_lumo_gap_ev": [4.90, 4.88],
  "species": ["C", "C", "C", "C", "C", "C", "C", "C", "C", "C", "W", "Cl", "Cl", "Cl", "H", "H", "H", "H", "H", "H", "H", "H", "H", "H", "H", "H", "H", "H", "H", "O", "H", "F", "C", "F", "F", "C", "O", "C", "F", "F", "F", "C", "F", "F", "F"],
  "coordinates": [[-0.78833, -2.95170, -0.62105], [0.64599, -2.94505, -0.67750], [1.04581, -2.11044, -1.77465], [1.53030, -3.82166, 0.12948], [-0.14662, -1.62457, -2.41595], [-1.27779, -2.16019, -1.71595], [-2.69967, -2.04391, -2.13752], [-1.63927, -3.75409, 0.30075], [2.43018, -1.90768, -2.27137], [-0.22724, -0.83880, -3.67759], [-0.10664, -0.75088, -0.26859], [2.35991, -0.69292, 0.87454], [-0.70711, -1.22499, 1.99100], [0.71538, 1.15772, -1.37277], [1.15136, -3.92793, 1.15054], [2.54357, -3.41859, 0.18673], [1.58157, -4.82714, -0.31330], [3.13434, -1.82417, -1.43967], [2.50065, -0.99110, -2.86313], [2.73866, -2.74759, -2.90807], [0.71577, -0.33049, -3.89411], [-1.01651, -0.08130, -3.60977], [-0.46528, -1.49304, -4.52695], [-2.78900, -1.35847, -2.98501], [-3.32308, -1.66255, -1.32039], [-3.09813, -3.02019, -2.44173], [-1.13519, -3.93088, 1.25507], [-1.88356, -4.72919, -0.13975], [-2.58331, -3.23662, 0.50534], [-1.80145, 0.07977, -0.36239], [-2.33654, -0.00475, 0.45259], [0.86476, 5.89514, 0.35466], [0.05333, 5.59882, 1.41229], [0.06261, 6.66843, 2.26127], [-1.20974, 5.44883, 0.94963], [0.55844, 4.29114, 2.07233], [-0.00774, 3.22840, 1.92967], [1.93823, 4.39290, 2.77080], [2.14763, 5.59497, 3.37718], [2.07873, 3.42276, 3.70702], [2.91543, 4.22140, 1.83049], [-0.86176, 4.62204, 4.40925], [-0.80698, 5.56910, 5.34943], [-2.05729, 4.65501, 3.80820], [-0.67377, 3.42014, 4.96271]],
  "mulliken_spin": [0.0507, 0.0390, 0.0118, -0.0069, 0.0108, 0.0183, 0.0164, -0.0129, -0.0069, -0.0104, 1.6969, -0.0056, 0.0518, 0.0814, -0.0013, 0.0021, 0.0016, 0.0004, -0.0018, 0.0010, 0.0027, -0.0012, 0.0019, 0.0015, -0.0017, -0.0015, 0.0027, 0.0021, -0.0004, 0.0354, 0.0232, 0.0000, 0.0015, 0.0001, 0.0000, -0.0075, 0.0009, -0.0006, 0.0000, 0.0000, 0.0000, 0.0035, 0.0004, 0.0003, 0.0003]
}


{
  "formula": "C5H15N2",
  "method": "wB97M-V/def2-TZVPD",
  "e_lumo_ha": -0.10614,
  "de_lowest_kj_mol": 74.9,
  "homo_energy_ha": -0.5137,
  "charge": 1,
  "smiles": "C[NH2+]CC[C@@H](C)N",
  "homo_lumo_gap_ev": 11.09,
  "species": ["C", "N", "C", "C", "C", "C", "N", "H", "H", "H", "H", "H", "H", "H", "H", "H", "H", "H", "H", "H", "H", "H"],
  "coordinates": [[-0.19584, 0.20852, -2.88023], [0.08024, 0.17531, -1.41677], [-0.63167, -0.87952, -0.63326], [-1.09587, -0.42532, 0.72180], [-0.03339, 0.23561, 1.61329], [1.11356, -0.62582, 2.05246], [0.43931, 1.46210, 0.87443], [0.37683, -0.59680, -3.33628], [-1.21961, -0.11745, -3.03780], [-0.04851, 1.18289, -3.32630], [1.07966, -0.02233, -1.31973], [0.09913, 1.07883, -0.91247], [0.01620, -1.75523, -0.56158], [-1.44466, -1.25991, -1.24747], [-1.92082, 0.27875, 0.58141], [-1.45683, -1.20707, 1.37896], [-0.61524, 0.63826, 2.40712], [1.43749, -0.35352, 3.06380], [2.06759, -0.35007, 1.58414], [1.00354, -1.70697, 2.06712], [1.22718, 1.86199, 1.37412], [-0.27828, 2.17774, 0.95324]],
  "mulliken_charge": [-0.8491, -0.0760, -0.6327, -1.0603, 0.5198, -1.5369, -0.8108, 0.3626, 0.3216, 0.3500, 0.3955, 0.3996, 0.3076, 0.4383, 0.3684, 0.3874, 0.4576, 0.3871, 0.4222, 0.3586, 0.2296, 0.2599]
}


{
  "formula": "C3H6N4",
  "method": "wB97M-V/def2-TZVPD",
  "e_lumo_ha": 0.03592,
  "de_lowest_kj_mol": 174.4,
  "homo_energy_ha": -0.3711,
  "smiles": "Cc1nnn(C)n1",
  "homo_lumo_gap_ev": 11.08,
  "species": ["C", "C", "N", "N", "N", "C", "N", "H", "H", "H", "H", "H", "H"],
  "coordinates": [[-2.02559, 0.38039, 1.21661], [-1.01728, 0.45198, 0.15859], [-0.98325, 1.26928, -0.91363], [0.07737, 0.99032, -1.60341], [0.65972, -0.06853, -1.01135], [1.92789, -0.58045, -1.27503], [-0.00998, -0.40153, 0.12354], [-1.60512, 1.00967, 2.06898], [-2.88736, 0.83466, 0.87554], [-2.14949, -0.62583, 1.46871], [2.50216, 0.14173, -1.92394], [2.33588, -0.91910, -0.37166], [1.84976, -1.56599, -1.67714]],
  "mulliken_charge": [-0.9192, 0.6186, -0.3323, -0.5153, 0.8298, -0.8142, -0.7035, 0.2061, 0.3482, 0.3143, 0.2954, 0.3636, 0.3085]
}


{
  "formula": "C5H8O",
  "method": "wB97M-V/def2-TZVPD",
  "e_lumo_ha": 0.03804,
  "de_lowest_kj_mol": 269.6,
  "homo_energy_ha": -0.3627,
  "smiles": "C#CCCOC",
  "homo_lumo_gap_ev": 10.91,
  "species": ["C", "C", "C", "C", "O", "C", "H", "H", "H", "H", "H", "H", "H", "H"],
  "coordinates": [[3.02664, 0.30797, -0.18046], [2.18554, -0.35430, 0.37446], [0.87213, -0.95191, 0.63653], [-0.05578, -0.05635, -0.19455], [-1.36918, -0.54583, -0.17206], [-2.33811, 0.47224, -0.18358], [3.74671, 0.89850, -0.70014], [0.56787, -0.95956, 1.69048], [0.83744, -1.98780, 0.27447], [-0.00847, 0.96569, 0.21253], [0.37220, -0.00791, -1.21110], [-2.26337, 1.11177, 0.70930], [-2.25511, 1.11582, -1.07129], [-3.31850, -0.00830, -0.18459]],
  "mulliken_charge": [-0.0902, -0.3789, -0.3462, -0.5751, -0.3395, -0.7007, 0.3701, 0.2713, 0.2619, 0.3593, 0.3036, 0.3124, 0.3005, 0.2515]
}


{
  "formula": "C38H45N5O2SeV",
  "method": "wB97M-V/def2-TZVPD",
  "multiplicity": 3,
  "e_lumo_ha": [-0.10595, -0.10162],
  "de_lowest_kj_mol": 123.4,
  "homo_energy_ha": [-0.3667, -0.3669],
  "charge": 1,
  "homo_lumo_gap_ev": [7.10, 7.22],
  "species": ["V", "O", "C", "C", "C", "C", "C", "C", "C", "N", "N", "C", "O", "C", "C", "C", "C", "C", "C", "H", "H", "H", "H", "H", "H", "H", "H", "H", "H", "C", "C", "C", "C", "N", "C", "Se", "N", "C", "C", "C", "C", "C", "C", "C", "C", "C", "C", "H", "H", "H", "H", "H", "H", "H", "H", "H", "H", "H", "H", "H", "H", "H", "H", "H", "H", "H", "H", "H", "H", "C", "N", "C", "C", "C", "C", "C", "C", "C", "C", "H", "H", "H", "H", "H", "H", "H", "H", "H", "H", "H", "H", "H"],
  "coordinates": [[-1.43184, -1.19936, 0.60044], [-0.56338, -0.17695, 1.90791], [0.70840, 0.28157, 1.91304], [1.14548, 1.00664, 3.01889], [2.43849, 1.48671, 3.09764], [3.33820, 1.25986, 2.05888], [2.91705, 0.54473, 0.95936], [1.61301, 0.04321, 0.85834], [1.31497, -0.76237, -0.31377], [0.18474, -1.30871, -0.54168], [0.06505, -2.18477, -1.61916], [-0.98763, -2.92719, -1.43979], [-1.76956, -2.79955, -0.37563], [-1.33548, -3.95337, -2.43518], [-2.53272, -4.65094, -2.30216], [-2.88099, -5.61223, -3.23870], [-2.03381, -5.87947, -4.30431], [-0.83642, -5.18560, -4.43626], [-0.48509, -4.22312, -3.50693], [0.45286, 1.16274, 3.83441], [2.75194, 2.03289, 3.97903], [4.35487, 1.62375, 2.12102], [3.60480, 0.34277, 0.14598], [2.11481, -0.96614, -1.02203], [-3.18161, -4.43531, -1.46480], [-3.81213, -6.15404, -3.13547], [-2.30495, -6.63259, -5.03310], [-0.17531, -5.39890, -5.26602], [0.44319, -3.67597, -3.59664], [-3.72787, 4.57847, -1.49056], [-2.65228, 5.56685, -1.93132], [-1.90007, 5.13590, -3.19054], [-0.96401, 3.94839, -2.98413], [0.20195, 4.31668, -2.18335], [0.42203, 3.98568, -0.88631], [-0.68498, 2.95962, 0.16120], [1.59260, 4.55253, -0.50904], [2.21130, 4.45932, 0.80713], [2.04509, 5.74039, 1.61612], [0.61343, 5.98630, 2.08780], [0.19248, 5.05033, 3.21646], [2.14262, 5.24298, -1.58505], [3.32336, 5.95839, -1.71355], [3.58554, 6.51588, -2.95496], [2.69993, 6.36223, -4.02555], [1.52001, 5.64739, -3.89217], [1.26000, 5.09356, -2.64763], [-4.24963, 4.94526, -0.60398], [-3.30170, 3.60169, -1.24389], [-4.47576, 4.43499, -2.27487], [-1.93929, 5.72073, -1.11442], [-3.11353, 6.53755, -2.12549], [-1.31416, 5.98021, -3.56327], [-2.60891, 4.87885, -3.98267], [-0.60134, 3.56221, -3.93817], [-1.45633, 3.13414, -2.45668], [3.26770, 4.23257, 0.65179], [1.75874, 3.60590, 1.30987], [2.39417, 6.58711, 1.01993], [2.70906, 5.67501, 2.48406], [-0.07468, 5.87787, 1.24328], [0.52790, 7.02082, 2.42608], [0.23893, 4.00430, 2.90006], [-0.83184, 5.26206, 3.53319], [0.84110, 5.17802, 4.08718], [4.01199, 6.07769, -0.88765], [4.49579, 7.08277, -3.09908], [2.94109, 6.81111, -4.98005], [0.83865, 5.52578, -4.72365], [-2.46075, 1.82476, 3.89299], [-2.83179, 1.83809, 2.45584], [-3.46640, 3.13645, 2.09248], [-3.72474, 0.67302, 2.09755], [-3.90267, 0.56360, 0.60988], [-5.04762, 1.12853, 0.05034], [-5.22636, 1.12916, -1.32343], [-4.25493, 0.56592, -2.13864], [-3.12485, -0.01032, -1.57612], [-2.92625, -0.04212, -0.19520], [-1.78315, 2.65449, 4.08020], [-1.96832, 0.88403, 4.11898], [-3.36396, 1.94422, 4.48785], [-1.96281, 1.71794, 1.91514], [-3.65062, 3.15758, 1.02282], [-2.78364, 3.94231, 2.35324], [-4.39770, 3.22138, 2.64832], [-4.67997, 0.86955, 2.58543], [-3.29591, -0.21550, 2.55847], [-5.80146, 1.57748, 0.69076], [-6.11906, 1.56422, -1.75410], [-4.38796, 0.56304, -3.21375], [-2.38952, -0.46497, -2.23268]],
  "mulliken_spin": [2.2800, -0.0461, 0.0269, -0.0034, 0.0087, -0.0051, 0.0061, 0.0328, -0.0035, -0.0572, 0.0154, -0.0181, -0.0024, 0.0004, -0.0010, 0.0005, -0.0010, 0.0005, -0.0017, 0.0003, -0.0002, 0.0000, -0.0003, 0.0001, 0.0008, 0.0000, 0.0000, -0.0001, -0.0009, -0.0010, 0.0004, 0.0000, -0.0003, -0.0006, -0.0008, 0.0239, 0.0006, -0.0012, -0.0001, -0.0002, 0.0004, 0.0002, -0.0001, 0.0000, 0.0000, 0.0000, 0.0001, -0.0001, 0.0016, -0.0002, -0.0001, 0.0000, 0.0000, 0.0000, 0.0000, 0.0001, 0.0000, 0.0009, 0.0000, 0.0000, 0.0001, 0.0000, -0.0002, 0.0000, 0.0000, 0.0000, 0.0000, 0.0000, 0.0000, 0.0002, 0.0048, -0.0002, -0.0014, -0.1267, -0.0032, 0.0099, -0.0069, -0.0527, -0.0870, 0.0003, -0.0010, 0.0000, -0.0028, 0.0003, -0.0001, -0.0001, 0.0017, -0.0077, -0.0007, 0.0000, -0.0010, 0.0189]
}